Record 1
{
  "formula": "C6H10O",
  "method": "ωB97M-V/def2-TZVPD",
  "e_homo_ev": [-7.51, -7.80],
  "energy_ha": -309.62463,
  "orbital_gap_ev": [7.505, 8.390],
  "species": ["C", "O", "C", "C", "C", "C", "C", "H", "H", "H", "H", "H", "H", "H", "H", "H", "H"],
  "positions_angstrom": [[2.084098, 0.319045, 0.186450], [0.864574, -0.827258, 1.036421], [0.166066, -1.185095, -0.120438], [-1.152233, -1.161807, 0.454734], [-1.695530, 0.226328, 0.527041], [-0.791936, 1.036723, -0.425298], [0.245216, 0.046022, -0.927212], [2.689046, 0.013725, 1.048570], [1.894139, 1.389927, 0.263599], [2.660011, 0.079713, -0.712120], [0.506025, -2.114079, -0.594643], [-1.748603, -2.032877, 0.717933], [-2.733499, 0.237341, 0.165022], [-1.733399, 0.608581, 1.555027], [-1.390048, 1.431270, -1.255310], [-0.342656, 1.904932, 0.071598], [0.478735, 0.027502, -1.991368]],
  "atomic_forces_ev_per_a": [[0.4342, -0.0920, 0.7697], [1.2842, 0.7016, -0.3409], [-0.2654, -0.1590, -0.1621], [-1.1841, -0.4242, -0.0243], [-0.0909, -0.0662, 0.0044], [0.0723, 0.0822, 0.0071], [-0.2983, 0.1059, -0.3103], [-0.0848, 0.1396, -0.1938], [-0.2301, -0.2312, -0.0131], [-0.3554, -0.1712, 0.0838], [0.0022, 0.1183, 0.0674], [0.1680, 0.1288, -0.0180], [0.1652, -0.0008, 0.0532], [0.0907, -0.0053, -0.1247], [0.1566, -0.0620, 0.0900], [-0.0066, -0.1078, -0.0624], [0.1422, 0.0433, 0.1741]]
}



Record 2
{
  "formula": "C6H10O",
  "method": "ωB97M-V/def2-TZVPD",
  "e_homo_ev": -9.47,
  "energy_ha": -309.82219,
  "smiles": "C[C@H]1CC=CCO1",
  "orbital_gap_ev": 10.576,
  "species": ["C", "C", "C", "C", "C", "C", "O", "H", "H", "H", "H", "H", "H", "H", "H", "H", "H"],
  "positions_angstrom": [[-1.964694, 0.177649, -0.498729], [-0.852496, 0.296551, 0.537192], [-0.063443, -1.023000, 0.680557], [0.990611, -1.146569, -0.387564], [1.715737, -0.061849, -0.648274], [1.363804, 1.189985, 0.112515], [-0.038845, 1.401460, 0.150372], [-2.735035, -0.530076, -0.166952], [-1.556890, -0.164213, -1.458160], [-2.432122, 1.154968, -0.655751], [-1.297638, 0.536209, 1.516144], [-0.764555, -1.861866, 0.660383], [0.422193, -1.046114, 1.665154], [1.147736, -2.091506, -0.904039], [2.512375, -0.044969, -1.388034], [1.765034, 1.129080, 1.140401], [1.788221, 2.084267, -0.355210]],
  "atomic_forces_ev_per_a": [[-0.0373, -0.0186, -0.0281], [-0.1980, -0.1622, 0.0213], [0.0309, 0.0022, -0.0557], [0.1068, 0.1369, -0.0118], [-0.0993, -0.1060, 0.0241], [0.1987, -0.0327, -0.0020], [0.0054, 0.0352, -0.0084], [0.1483, 0.1232, -0.0470], [-0.0521, 0.0637, 0.1755], [0.0682, -0.1563, 0.0335], [0.0789, -0.0179, -0.1567], [0.0513, 0.1063, 0.0057], [-0.0254, 0.0190, -0.0918], [-0.0323, 0.1766, 0.0783], [-0.1209, -0.0183, 0.1075], [-0.0347, 0.0246, -0.1360], [-0.0885, -0.1758, 0.0914]]
}



Record 3
{
  "formula": "C6H10O",
  "method": "ωB97M-V/def2-TZVPD",
  "e_homo_ev": [-7.93, -7.93],
  "energy_ha": -309.72397,
  "orbital_gap_ev": [7.535, 7.536],
  "species": ["C", "C", "C", "C", "O", "C", "C", "H", "H", "H", "H", "H", "H", "H", "H", "H", "H"],
  "positions_angstrom": [[2.375376, -0.089809, 0.128165], [0.992196, -0.632505, -0.238463], [-0.120791, -0.032550, 0.569565], [-1.720460, -0.067504, -1.361264], [0.220451, 0.126868, 1.832802], [-1.379005, 0.323406, 0.066845], [-2.308596, 1.091233, 0.787166], [3.141323, -0.560770, -0.494315], [2.615477, -0.287798, 1.174817], [2.426042, 0.991085, -0.035299], [0.959371, -1.718085, -0.069339], [0.782633, -0.475925, -1.298363], [-2.752570, 0.235799, -1.547111], [-1.087324, 0.429199, -2.107799], [-1.647618, -1.149460, -1.527964], [-0.555883, 0.503441, 2.297098], [-1.940623, 1.313382, 1.823466]],
  "atomic_forces_ev_per_a": [[0.0832, 0.0076, 0.0517], [-0.0864, 0.0390, -0.0896], [0.0984, -0.0041, 0.0768], [-0.0136, -0.0275, -0.1081], [-0.1688, 0.0563, -0.0805], [-0.2447, 0.1610, 0.0421], [0.4523, -0.2303, 0.0897], [-0.1334, 0.0536, 0.0689], [-0.0265, 0.0339, -0.1416], [-0.0159, -0.1370, 0.0300], [-0.0365, 0.1091, -0.0067], [0.0066, -0.0426, 0.1481], [0.1531, -0.0479, 0.0296], [-0.0790, -0.0608, 0.1201], [0.0180, 0.1431, 0.0169], [0.0702, -0.0061, -0.0775], [-0.0770, -0.0473, -0.1697]]
}



Record 4
{
  "formula": "C6H10O",
  "method": "ωB97M-V/def2-TZVPD",
  "e_homo_ev": -9.51,
  "energy_ha": -309.83223,
  "smiles": "O[C@@H]1C=CCCC1",
  "orbital_gap_ev": 10.500,
  "species": ["O", "C", "C", "C", "C", "C", "C", "H", "H", "H", "H", "H", "H", "H", "H", "H", "H"],
  "positions_angstrom": [[1.849771, -0.851361, 1.095815], [1.273376, -0.529956, -0.171365], [-0.045157, -1.254917, -0.461123], [-1.228263, -0.644452, 0.287036], [-1.440547, 0.807268, -0.157552], [-0.120590, 1.551731, -0.152297], [1.070786, 0.953665, -0.116545], [2.295044, -0.025631, 1.355687], [1.980339, -0.824940, -0.968118], [0.067812, -2.319340, -0.238368], [-0.222032, -1.163628, -1.544445], [-1.004006, -0.669058, 1.359918], [-2.139096, -1.236479, 0.133170], [-1.942368, 0.850263, -1.136549], [-2.123116, 1.318655, 0.536747], [-0.153225, 2.635445, -0.073508], [1.984024, 1.487716, 0.203675]],
  "atomic_forces_ev_per_a": [[0.1330, -0.0824, 0.1220], [-0.2658, 0.1807, -0.2442], [0.0599, -0.0576, 0.0284], [0.0499, -0.0016, 0.0474], [0.0935, -0.0047, -0.0106], [0.1582, 0.0271, 0.1009], [-0.0730, 0.2114, 0.0872], [-0.1291, -0.7347, 0.2592], [-0.0821, 0.2637, 0.2044], [0.0115, 0.0786, 0.0159], [0.0619, -0.0825, 0.1970], [-0.0642, 0.0500, -0.0902], [0.1852, 0.1122, -0.0132], [0.2248, -0.0214, 0.0912], [0.1732, -0.0747, -0.1370], [-0.0654, -0.0706, 0.0922], [-0.4715, 0.2063, -0.7506]]
}



ΔE to the lowest compared entry with this formula, charge and spin, record by record: 136.64; 12.66; 74.30; 6.36 kcal/mol